1.
The following is a DFT calculation (wB97M-V/def2-TZVPD) of C36H36N6O5RhS2Te as an isolated structure in a non-equilibrium geometry.

The geometry in XYZ format:
```
87
Properties=species:S:1:pos:R:3:lowdin_spin:R:1
Rh -2.30 -0.47 0.99 1.0411
N -5.87 -0.06 0.09 0.0052
C -4.71 -0.73 -0.25 0.0112
S -3.73 -0.15 -1.52 0.0207
N -4.48 -1.82 0.47 0.0076
N -3.23 -2.37 0.26 0.0204
C -3.13 -3.61 0.14 -0.0006
C -1.85 -4.38 0.17 0.0001
C -1.95 -5.72 -0.15 -0.0004
C -0.86 -6.59 -0.13 0.0001
C 0.38 -6.10 0.23 -0.0005
C 0.52 -4.76 0.56 0.0001
C -0.58 -3.92 0.53 0.0000
O -0.43 -2.57 0.85 0.0035
H -5.82 0.89 -0.23 0.0004
H -6.07 -0.12 1.08 0.0003
H -4.04 -4.20 0.00 0.0007
H -2.93 -6.10 -0.42 0.0001
H -0.99 -7.63 -0.38 0.0000
H 1.25 -6.75 0.26 0.0000
H 1.48 -4.36 0.86 0.0000
O -0.89 -3.17 3.50 -0.0026
C -1.31 -2.09 3.90 0.0024
N -1.80 -1.06 3.16 0.0235
S -2.22 0.22 4.07 0.0015
O -3.63 0.46 4.04 -0.0009
O -1.34 1.34 3.86 -0.0008
C -1.83 -0.52 5.63 0.0010
C -1.98 -0.03 6.92 0.0002
C -1.64 -0.87 7.97 -0.0004
C -1.15 -2.16 7.72 0.0001
C -1.00 -2.62 6.42 0.0000
C -1.35 -1.78 5.39 0.0020
H -2.37 0.96 7.10 0.0000
H -1.74 -0.53 8.99 0.0000
H -0.89 -2.80 8.56 0.0000
H -0.64 -3.62 6.20 0.0000
C -1.48 3.42 1.32 -0.0013
C -1.90 2.01 0.96 -0.0007
O -3.09 1.63 1.24 0.0410
N -1.11 1.15 0.37 -0.1399
Te 1.11 1.51 -0.25 -0.0164
C 3.15 1.98 -1.25 -0.0128
C 3.85 3.16 -0.97 -0.0005
C 3.27 4.28 -0.12 -0.0012
C 5.15 3.37 -1.45 -0.0003
C 5.80 2.42 -2.22 0.0004
C 7.21 2.63 -2.71 0.0001
C 5.11 1.24 -2.50 -0.0006
C 3.82 1.01 -2.03 -0.0014
C 3.18 -0.31 -2.36 -0.0001
C 0.28 1.44 -2.22 -0.0003
C -0.22 0.24 -2.74 0.0006
C -0.20 -1.07 -1.99 -0.0006
C -0.85 0.24 -3.99 0.0000
C -1.02 1.39 -4.73 0.0002
C -1.73 1.37 -6.06 0.0001
C -0.52 2.58 -4.21 -0.0002
C 0.11 2.63 -2.97 0.0001
C 0.59 3.97 -2.48 -0.0002
H -2.32 3.91 1.81 -0.0008
H -1.18 3.98 0.44 0.0004
H -0.64 3.38 2.01 0.0009
H 2.25 4.05 0.20 -0.0013
H 3.24 5.22 -0.68 0.0000
H 3.88 4.45 0.77 0.0000
H 5.66 4.30 -1.21 0.0000
H 7.59 3.61 -2.41 0.0000
H 7.27 2.57 -3.80 0.0000
H 7.89 1.87 -2.30 0.0000
H 5.61 0.47 -3.10 -0.0001
H 3.88 -0.97 -2.89 0.0000
H 2.30 -0.17 -2.99 0.0000
H 2.84 -0.81 -1.45 0.0001
H 0.60 -1.09 -1.25 -0.0001
H -0.09 -1.91 -2.68 0.0000
H -1.15 -1.18 -1.46 -0.0007
H -1.26 -0.70 -4.36 0.0000
H -2.08 0.37 -6.30 0.0000
H -1.09 1.72 -6.87 0.0000
H -2.61 2.03 -6.04 0.0000
H -0.65 3.50 -4.76 0.0000
H 0.36 4.75 -3.21 0.0000
H 1.66 3.96 -2.29 0.0000
H 0.10 4.23 -1.53 -0.0001
N 1.80 -1.87 1.61 0.0001
C 0.75 -2.19 1.25 -0.0004
```

As for the net charge: -2. Its multiplicity is 2. Its LUMO energy (alpha / beta) is 4.19 / 4.19 eV. The value obtained for the frontier orbital gap (alpha / beta) is 5.90 / 5.82 eV.

***

2.
The following is a DFT calculation (wB97M-V/def2-TZVPD) of C36H36NO2PtSeSi as an isolated structure in a non-equilibrium geometry.

The geometry in XYZ format:
```
78
Properties=species:S:1:pos:R:3:lowdin_spin:R:1
Pt 0.54 -0.44 -1.29 1.6080
O -1.08 -1.18 -0.23 0.4694
C -1.08 -1.64 1.07 0.0342
C 0.40 -1.68 1.61 0.0204
C 0.99 -0.32 1.79 0.0126
C 1.22 0.24 3.04 0.0102
C 1.74 1.52 3.11 -0.0049
C 1.97 2.24 1.95 0.0105
C 1.72 1.63 0.73 0.0112
C 1.88 2.35 -0.57 0.0183
C 0.49 2.65 -1.24 0.0349
O -0.25 1.49 -1.35 0.4659
C -0.27 3.65 -0.34 0.0206
C -0.94 3.16 0.78 0.0028
C -1.56 4.03 1.65 0.0003
C -1.55 5.40 1.41 0.0011
C -0.91 5.88 0.28 0.0021
C -0.27 5.01 -0.60 0.0032
C 0.73 3.26 -2.64 0.0078
C 1.84 4.04 -2.95 0.0009
C 1.92 4.65 -4.19 0.0005
C 0.92 4.49 -5.13 -0.0005
C -0.17 3.68 -4.84 0.0003
C -0.26 3.07 -3.60 -0.0007
N 1.28 0.37 0.69 0.1914
C -2.00 -0.78 1.96 0.0097
C -1.95 -0.83 3.35 0.0012
C -2.81 -0.05 4.11 0.0007
C -3.74 0.77 3.49 -0.0001
C -3.80 0.81 2.10 0.0004
C -2.93 0.04 1.34 0.0023
C -1.63 -3.09 1.09 0.0135
C -1.54 -3.91 2.21 0.0018
C -2.06 -5.19 2.18 0.0009
C -2.69 -5.67 1.05 -0.0004
C -2.80 -4.86 -0.07 0.0003
C -2.28 -3.57 -0.05 0.0006
H 0.96 -2.20 0.83 0.0014
H 0.46 -2.26 2.53 0.0006
H 1.02 -0.34 3.93 0.0012
H 1.95 1.96 4.08 -0.0002
H 2.35 3.25 1.99 0.0012
H 2.45 1.72 -1.27 0.0025
H 2.41 3.29 -0.41 0.0005
H -0.99 2.10 0.95 0.0003
H -2.07 3.63 2.53 0.0001
H -2.04 6.08 2.09 0.0000
H -0.90 6.94 0.07 0.0002
H 0.21 5.41 -1.48 0.0001
H 2.64 4.19 -2.24 0.0000
H 2.78 5.27 -4.43 0.0001
H 0.99 4.98 -6.10 0.0000
H -0.96 3.54 -5.56 0.0001
H -1.12 2.45 -3.35 -0.0004
H -1.25 -1.48 3.86 0.0000
H -2.76 -0.09 5.19 0.0001
H -4.42 1.37 4.08 0.0000
H -4.52 1.45 1.61 0.0001
H -2.98 0.08 0.26 0.0010
H -1.06 -3.56 3.12 0.0001
H -1.98 -5.82 3.06 0.0001
H -3.10 -6.68 1.03 0.0000
H -3.30 -5.22 -0.96 0.0001
H -2.37 -2.93 -0.91 -0.0003
C 4.47 -3.83 -2.41 0.0182
Si 2.65 -3.86 -1.96 0.0815
C 2.38 -4.19 -0.13 0.0077
C 1.52 -4.97 -2.98 0.0208
Se 2.10 -1.58 -2.57 0.9018
H 4.89 -4.83 -2.38 0.0026
H 5.03 -3.21 -1.70 0.0010
H 4.63 -3.42 -3.41 0.0010
H 2.85 -5.15 0.12 0.0011
H 1.32 -4.27 0.11 0.0000
H 2.84 -3.43 0.50 -0.0001
H 1.93 -5.98 -3.00 0.0026
H 1.42 -4.62 -4.01 0.0014
H 0.53 -5.02 -2.54 0.0000
```

As for the net charge: +1. Its multiplicity is 5. Its LUMO energy (alpha / beta) is -2.38 / -6.17 eV. The value obtained for the frontier orbital gap (alpha / beta) is 8.78 / 4.99 eV.

***

3.
The following is a DFT calculation (wB97M-V/def2-TZVPD) of C36H37AgN4O2 as an isolated structure.

The geometry in XYZ format:
```
80
Properties=species:S:1:pos:R:3:lowdin_charge:R:1
Ag -1.16 -0.15 -0.80 0.8082
C -1.45 1.72 3.94 -0.0811
C -1.12 2.08 2.49 -0.3768
C -0.83 3.58 2.41 -0.0595
C -2.18 1.67 1.49 -0.2090
C -1.98 1.97 0.14 -0.1035
C -2.92 1.60 -0.83 -0.1015
C -4.05 0.86 -0.48 -0.2960
C -5.00 0.36 -1.54 -0.0499
C -4.26 0.59 0.86 -0.0424
C -3.35 1.00 1.83 -0.0326
H -0.63 2.00 4.59 0.0624
H -1.64 0.66 4.08 0.0666
H -2.34 2.26 4.28 0.0883
H -0.20 1.55 2.20 0.1280
H -1.73 4.16 2.66 0.0899
H -0.51 3.88 1.41 0.0753
H -0.04 3.87 3.10 0.0661
H -1.09 2.50 -0.17 0.1031
H -2.75 1.90 -1.86 0.1142
H -4.86 -0.71 -1.70 0.0789
H -4.82 0.86 -2.50 0.0762
H -6.04 0.52 -1.26 0.0799
H -5.15 0.06 1.16 0.1134
H -3.56 0.78 2.87 0.1031
C -2.65 -2.87 -5.62 -0.0814
C -2.44 -4.00 -4.84 -0.0780
C -2.12 -3.89 -3.50 -0.0213
C -2.02 -2.62 -2.95 -0.2577
C -2.24 -1.48 -3.70 -0.0346
C -2.55 -1.61 -5.05 -0.0680
N -1.71 -2.39 -1.59 0.0306
N -1.20 -3.35 -0.99 0.0998
C -0.93 -3.11 0.39 -0.3012
C -0.66 -4.25 1.14 -0.0027
C -0.44 -4.09 2.50 -0.0520
C -0.48 -2.81 3.03 -0.0494
C -0.71 -1.73 2.18 -0.1095
N -0.96 -1.88 0.89 0.0938
H -2.90 -2.97 -6.66 0.1027
H -2.53 -4.98 -5.29 0.1029
H -1.94 -4.76 -2.89 0.1037
H -2.13 -0.50 -3.24 0.0860
H -2.71 -0.72 -5.65 0.1057
H -0.64 -5.21 0.66 0.1114
H -0.25 -4.94 3.13 0.1100
H -0.29 -2.63 4.08 0.1071
H -0.70 -0.72 2.55 0.0916
C 2.32 1.21 4.37 -0.0404
C 2.65 0.60 3.04 -0.2396
C 2.74 -0.78 2.92 -0.0776
C 3.03 -1.37 1.70 -0.0851
C 3.29 -0.58 0.60 -0.0145
C 3.23 0.81 0.71 -0.2106
N 3.59 1.65 -0.36 0.0784
C 3.71 1.25 -1.69 -0.2020
C 4.90 1.55 -2.36 -0.0311
C 5.08 1.27 -3.69 -0.0943
C 4.06 0.65 -4.41 -0.0924
C 2.88 0.35 -3.76 -0.0255
C 2.67 0.66 -2.42 -0.0790
C 1.29 0.42 -1.85 -0.6446
O 0.54 -0.38 -2.46 -0.0809
O 0.96 1.07 -0.83 -0.0473
C 2.88 1.41 1.93 -0.1728
C 2.76 2.90 2.03 -0.0320
H 2.20 0.44 5.14 0.0769
H 1.38 1.77 4.33 0.0476
H 3.09 1.90 4.71 0.0872
H 2.57 -1.40 3.80 0.0990
H 3.08 -2.44 1.61 0.1015
H 3.55 -1.03 -0.35 0.1187
H 4.29 2.33 -0.10 0.1339
H 5.71 2.01 -1.79 0.1076
H 6.02 1.51 -4.17 0.0989
H 4.18 0.40 -5.45 0.0962
H 2.06 -0.13 -4.28 0.1122
H 2.55 3.33 1.05 0.0823
H 3.67 3.36 2.42 0.0901
H 1.95 3.18 2.69 0.0484
```

Its LUMO energy is -0.83 eV. The value obtained for the frontier orbital gap is 6.38 eV.

***

4.
The following is a DFT calculation (wB97M-V/def2-TZVPD) of C36H37As2NO5PtS as an isolated structure in a non-equilibrium geometry.

The geometry in XYZ format:
```
83
Properties=species:S:1:pos:R:3:lowdin_charge:R:1
Pt 0.83 -1.51 -0.75 0.8129
N 0.30 -5.30 -2.08 0.2031
C 0.75 -4.17 -1.54 -0.5163
O 0.72 -3.10 -2.17 -0.1754
C 1.31 -4.22 -0.15 -0.1587
C 2.13 -2.94 0.02 -0.1808
H -0.04 -5.27 -3.03 0.1244
H 0.40 -6.19 -1.63 0.1169
H 1.92 -5.12 -0.04 0.1252
H 0.51 -4.23 0.58 0.1179
H 3.07 -2.89 -0.54 0.0760
H 2.30 -2.79 1.08 0.0335
C -1.32 1.08 -2.87 -0.4276
C -0.26 1.83 -2.03 -0.4504
As -0.14 0.99 -0.25 1.2925
C -1.22 2.24 0.79 -0.3587
C -2.57 2.38 0.47 -0.1074
C -3.38 3.25 1.19 -0.0894
C -2.84 3.99 2.24 -0.0930
C -1.50 3.85 2.56 -0.0738
C -0.69 2.98 1.85 -0.1154
C 1.72 1.85 0.11 -0.2806
C 2.91 1.19 0.54 -0.0985
C 4.08 1.92 0.72 -0.0841
C 4.11 3.28 0.47 -0.1018
C 2.97 3.93 0.03 -0.0966
C 1.79 3.21 -0.14 -0.1453
As -0.94 -0.88 -2.80 1.2831
C -2.46 -1.43 -1.47 -0.2805
C -2.32 -2.33 -0.39 -0.1453
C -3.36 -2.66 0.46 -0.0195
C -4.61 -2.09 0.24 -0.0654
C -4.78 -1.21 -0.81 -0.0662
C -3.72 -0.89 -1.65 -0.1378
C -1.93 -1.37 -4.44 -0.3836
C -1.47 -0.84 -5.64 -0.1310
C -2.10 -1.13 -6.84 -0.0896
C -3.20 -1.98 -6.85 -0.0955
C -3.66 -2.52 -5.66 -0.0876
C -3.03 -2.22 -4.46 -0.1171
H -1.22 1.43 -3.91 0.0588
H -2.33 1.29 -2.53 0.0397
H -0.46 2.90 -1.98 0.0655
H 0.71 1.68 -2.50 0.0644
H -3.00 1.80 -0.33 0.0835
H -4.42 3.35 0.94 0.1000
H -3.47 4.67 2.80 0.0995
H -1.08 4.42 3.38 0.1039
H 0.35 2.88 2.12 0.0801
H 2.84 0.08 0.74 0.0698
H 4.97 1.41 1.06 0.0997
H 5.03 3.84 0.61 0.0969
H 2.99 4.99 -0.17 0.0979
H 0.91 3.75 -0.48 0.0906
H -1.13 -2.97 -0.23 -0.0471
H -3.20 -3.36 1.27 0.1255
H -5.43 -2.34 0.89 0.1092
H -5.75 -0.77 -0.98 0.1084
H -3.90 -0.21 -2.47 0.1024
H -0.60 -0.18 -5.64 0.0978
H -1.73 -0.71 -7.76 0.1026
H -3.70 -2.21 -7.79 0.1007
H -4.52 -3.18 -5.67 0.1018
H -3.41 -2.67 -3.55 0.0902
O -0.77 -2.29 0.33 -0.2401
C 4.64 2.41 5.99 -0.0525
C 3.76 1.57 5.10 -0.2729
C 4.16 0.31 4.67 -0.0360
C 3.34 -0.46 3.87 -0.0454
C 2.10 0.03 3.49 -0.2613
C 1.67 1.27 3.92 -0.0465
C 2.50 2.04 4.72 -0.0279
S 1.04 -0.98 2.48 0.5159
O -0.30 -0.47 2.67 -0.3022
O 1.29 -2.33 2.91 -0.3058
O 1.59 -0.68 1.08 -0.6443
H 5.66 2.02 6.02 0.0723
H 4.25 2.42 7.01 0.0823
H 4.69 3.44 5.63 0.0787
H 5.13 -0.08 4.97 0.1103
H 3.65 -1.44 3.54 0.1167
H 0.70 1.63 3.63 0.0885
H 2.17 3.01 5.05 0.1153
```

Its LUMO energy (alpha / beta) is -0.21 / -0.21 eV. The value obtained for the frontier orbital gap (alpha / beta) is 6.58 / 6.58 eV.

***

5.
The following is a DFT calculation (wB97M-V/def2-TZVPD) of C36H37Cl2N4OSiZr as an isolated structure in a non-equilibrium geometry.

The geometry in XYZ format:
```
82
Properties=species:S:1:pos:R:3:lowdin_charge:R:1
Zr 0.07 0.19 0.32 1.7520
C -0.36 -1.47 4.54 -0.0344
C 0.22 -0.78 3.47 -0.1026
N -0.48 -0.15 2.55 0.0044
C -1.85 -0.17 2.64 -0.1574
C -2.52 -0.84 3.68 -0.1500
C -1.73 -1.52 4.63 0.0210
C -3.93 -0.78 3.77 -0.0295
C -4.62 0.00 2.88 -0.0537
C -3.96 0.69 1.85 0.0094
C -2.59 0.58 1.67 -0.2150
N -1.80 1.18 0.73 -0.1033
C -2.11 2.14 -0.20 -0.2417
C -3.31 2.46 -0.81 -0.0230
C -3.39 3.51 -1.73 -0.0577
C -2.31 4.30 -2.03 -0.0273
C -1.07 4.03 -1.41 -0.1468
C 0.07 4.85 -1.56 0.0289
C 1.21 4.56 -0.86 -0.0219
C 1.25 3.39 -0.08 -0.1215
N 0.22 2.57 0.05 -0.0169
C -0.95 2.92 -0.56 -0.1688
H 0.27 -1.97 5.26 0.1207
H 1.30 -0.72 3.38 0.1004
H -2.21 -2.05 5.44 0.1317
H -4.44 -1.30 4.56 0.1197
H -5.69 0.10 2.96 0.1160
H -4.55 1.33 1.20 0.0945
H -4.20 1.89 -0.60 0.0984
H -4.34 3.72 -2.20 0.1156
H -2.40 5.14 -2.70 0.1196
H 0.02 5.72 -2.20 0.1303
H 2.09 5.18 -0.91 0.1203
H 2.15 3.12 0.45 0.0894
Cl -0.71 -4.04 2.06 0.7861
C -1.77 -3.17 1.03 -0.5731
C -3.12 -3.55 0.95 -0.1021
C -3.95 -2.96 0.04 -0.5954
Cl -5.60 -3.46 -0.04 0.7478
C -3.47 -1.96 -0.83 -0.1609
C -4.23 -1.37 -1.87 0.0085
C -3.65 -0.41 -2.65 -0.0232
C -2.34 0.01 -2.39 -0.1035
N -1.60 -0.52 -1.44 0.0481
C -2.14 -1.53 -0.69 -0.1667
C -1.26 -2.14 0.25 -0.3724
O 0.01 -1.73 0.31 -0.3174
H -3.48 -4.33 1.60 0.1170
H -5.24 -1.70 -2.03 0.1029
H -4.21 0.05 -3.46 0.1196
H -1.89 0.79 -2.98 0.1295
C 4.02 1.42 0.31 -0.2198
Si 2.76 0.04 -0.16 0.6791
C 2.70 0.07 -2.15 -0.6563
C 4.10 -0.01 -2.76 -0.0891
C 2.06 1.38 -2.62 -0.1192
C 1.84 -1.07 -2.72 -0.1044
C 3.63 -1.62 0.44 -0.6482
C 3.25 -1.82 1.91 -0.1287
C 5.16 -1.57 0.33 -0.1009
C 3.14 -2.84 -0.34 -0.1016
H 4.03 2.25 -0.41 0.0168
H 5.03 1.03 0.35 0.0167
H 3.80 1.84 1.30 0.0196
H 4.73 0.81 -2.40 0.0816
H 4.05 0.05 -3.85 0.0904
H 4.59 -0.95 -2.50 0.0645
H 2.56 2.26 -2.22 0.0635
H 0.99 1.42 -2.34 0.0523
H 2.11 1.44 -3.71 0.0918
H 2.32 -2.03 -2.63 0.0617
H 1.64 -0.89 -3.78 0.0908
H 0.87 -1.14 -2.21 0.0387
H 3.48 -0.93 2.51 0.0759
H 3.82 -2.66 2.33 0.0912
H 2.19 -2.06 2.00 0.0415
H 5.59 -0.83 1.01 0.0714
H 5.49 -1.34 -0.69 0.0665
H 5.57 -2.55 0.60 0.0903
H 2.05 -2.87 -0.42 0.0583
H 3.46 -3.76 0.17 0.0911
H 3.56 -2.87 -1.35 0.0693
```

As for the net charge: +1. Its LUMO energy is -3.56 eV. The value obtained for the frontier orbital gap is 6.43 eV.